[1]
# C28H20BF12N4OPdSb

C28H20BF12N4OPdSb as an isolated structure (wB97M-V/def2-TZVPD, OMol25).

LUMO   -0.5 eV
E   -80673.4526 eV
ΔE to the lowest compared entry with this formula, charge and spin   0.0 kJ/mol
Gap between HOMO and LUMO   8.92 eV
Max |F|   0.0206 hartree/bohr
Charge   0

Each line ends with the natural charge from an NBO analysis.
CARTESIAN COORDINATES (ANGSTROEM)
H 3.757148 -1.982948 3.923238  0.232
H 2.254183 -4.025349 2.834636  0.237
N 1.927976 -1.075558 1.465941  -0.313
C 4.082065 1.071470 -0.905283  -0.017
C -1.296086 -2.644919 -2.548644  -0.196
C -1.184849 -1.685064 2.584814  -0.124
H -0.420406 -0.937834 2.768354  0.217
H 0.908784 -2.797725 0.812661  0.219
N 4.135109 0.887993 1.254679  -0.288
F 1.584429 3.339711 1.529371  -0.314
F 0.234526 3.725521 -3.019697  -0.316
C -1.699166 -1.867594 1.301751  -0.415
H 6.273692 1.305511 -1.163299  0.233
C -2.953529 0.230279 -0.474955  -0.349
C -5.626414 0.910812 -0.644373  0.479
C 1.145062 4.065059 -2.098353  0.966
C -1.026739 -3.105114 -3.827783  -0.273
F 0.155028 -2.860601 -5.836329  -0.316
C -4.786039 1.680970 0.133011  -0.304
H -5.179586 2.537447 0.662951  0.235
F -0.913118 3.124021 0.860434  -0.328
C 5.401242 1.039335 0.855159  0.002
C -3.832415 -0.525195 -1.245963  -0.217
F -6.927641 1.242174 -0.722580  -0.331
F -1.069996 4.826643 -0.463567  -0.309
H -1.518558 -3.978473 -4.233076  0.235
C 5.419321 1.167515 -0.525482  -0.342
H -5.863521 -0.768887 -1.943997  0.232
B 3.480224 0.574245 2.631961  0.160
C 1.718229 4.012185 0.379642  0.963
Pd 1.341891 0.544413 0.390305  0.788
H 3.626735 1.134536 -1.879126  0.229
C 1.599401 -2.368084 1.519462  -0.029
C -1.657450 -2.426914 3.657824  -0.304
N 2.819535 -0.839960 2.449292  -0.269
C -0.647052 -1.523483 -2.042177  -0.433
H 4.310965 0.495343 3.493896  -0.032
H -3.933462 -4.334474 2.024481  0.235
H -1.273765 -2.287662 4.659012  0.238
F 1.408047 5.290295 0.625108  -0.313
H 6.198299 1.049408 1.578747  0.226
F -3.093747 -4.106682 4.446911  -0.319
C -0.662594 3.557554 -0.391654  0.962
F 3.006720 3.957515 0.034054  -0.311
H -2.009993 -3.195505 -1.946148  0.213
C 2.293677 -2.990200 2.547717  -0.344
C -3.446161 1.331480 0.214336  -0.187
F 2.336915 3.686048 -2.559765  -0.308
C 3.059755 -1.976300 3.103326  0.006
Sb -0.970350 -0.544774 -0.199628  1.283
H -3.124418 -2.977649 0.124786  0.211
C 0.313847 -0.883662 -2.831091  -0.124
O 1.146160 2.061223 -0.910467  -0.788
C -5.175767 -0.191992 -1.341178  -0.307
N 3.333686 0.913812 0.180216  -0.305
H 1.305854 -0.821571 -4.749302  0.237
C -2.634338 -3.371413 3.419141  0.415
C 0.836470 3.361686 -0.733456  0.017
F 1.149271 5.400207 -2.008587  -0.313
C -0.097348 -2.425245 -4.591543  0.408
H -3.490424 -1.393860 -1.793625  0.213
C -3.163654 -3.587504 2.160842  -0.283
F -1.426404 2.835448 -1.214613  -0.311
H -2.799819 1.923067 0.845120  0.230
H 0.838021 -0.008172 -2.459958  0.229
C 0.584807 -1.322213 -4.118127  -0.285
H 2.607606 1.374444 2.845074  -0.034
C -2.689895 -2.824806 1.105602  -0.199

Force components x, y, z for each atom (eV/Å):
0.0211 -0.0170 -0.0092
-0.0022 -0.0057 0.0075
-0.2964 0.2579 0.3071
0.0252 0.1109 -0.0284
-0.0968 -0.1339 0.1622
-0.1792 0.1235 0.0625
0.0022 -0.0476 -0.0133
-0.0114 0.0248 0.0098
-0.0617 -0.0662 0.0146
0.0430 -0.0038 0.0008
-0.0029 -0.0175 -0.0100
0.4257 -0.1930 0.0640
0.0063 0.0204 0.0044
0.1649 -0.1101 -0.2197
0.0198 -0.0163 -0.0266
-0.0161 0.0259 0.0156
0.0387 -0.0141 -0.0144
0.0033 -0.0005 0.0044
-0.0075 0.0019 0.0029
0.0023 -0.0033 0.0114
-0.0078 0.0326 0.0041
0.0084 0.0009 -0.0079
-0.0213 0.0215 -0.0943
0.0145 0.0031 -0.0089
-0.0092 0.0335 -0.0200
-0.0091 0.0031 -0.0032
-0.0025 -0.0443 0.0363
-0.0057 -0.0044 0.0066
-0.0227 -0.0320 0.0018
-0.0152 -0.0351 0.0208
0.2982 -0.4375 -0.7805
-0.0252 0.0374 0.0127
0.1542 -0.0926 -0.2492
0.0012 -0.0329 -0.0179
0.0989 -0.0537 -0.0168
0.3115 0.0781 -0.0144
0.0444 -0.0017 -0.0222
-0.0028 0.0011 -0.0061
-0.0020 0.0077 0.0035
-0.0365 0.0095 0.0366
0.0129 -0.0005 -0.0050
0.0060 0.0085 -0.0084
-0.0014 0.0348 0.0463
0.0159 0.0717 -0.0165
0.0013 0.0510 -0.0075
0.0456 0.0269 -0.0129
0.0075 -0.0469 0.2080
0.0324 -0.0051 -0.0043
-0.0462 -0.0093 0.0299
-0.7252 0.4766 0.6097
-0.0019 0.0051 0.0148
-0.1338 0.0771 -0.0957
-0.4213 -0.3587 -0.2102
-0.0131 0.0429 0.0218
0.0391 0.1021 0.3851
0.0118 -0.0069 0.0046
-0.0043 0.0020 -0.0178
0.3121 0.1094 -0.0240
-0.0080 0.0109 0.0021
0.0110 0.0136 0.0275
0.0654 0.0303 -0.0608
0.0045 -0.0245 0.0413
-0.0001 -0.0237 -0.0268
0.0075 0.0008 -0.0254
-0.0222 0.0001 0.0200
-0.0089 -0.0573 -0.0079
-0.0092 0.0186 0.0254
-0.0272 0.0201 -0.1399

---

[2]
# C28H20FeN2O5S6Sb

C28H20FeN2O5S6Sb as an isolated structure (wB97M-V/def2-TZVPD, OMol25).

LUMO (alpha / beta)   3.5 / 3.5 eV
E   -148520.5945 eV
ΔE to the lowest compared entry with this formula, charge and spin   0.0 kJ/mol
Spin multiplicity   2
Gap between HOMO and LUMO (alpha / beta)   4.57 / 4.55 eV
Max |F|   0.0049 hartree/bohr
Charge   -2

Each line ends with the Löwdin spin population.
CARTESIAN COORDINATES (ANGSTROEM)
H -3.010513 0.960470 0.914394  0.000
H -3.437140 3.390388 0.834816  0.000
O 1.745224 1.066006 3.622776  0.000
C 4.640345 3.816084 -2.924513  0.000
N -1.431681 -0.136709 -1.355409  0.003
C -1.187033 1.050174 -4.838415  0.000
C 1.914143 2.529667 -3.386318  -0.001
C 2.578628 2.502552 -2.175257  0.000
O -1.168588 1.861130 0.602406  0.000
H -1.700365 0.932801 -5.784683  0.000
H -3.435888 3.113424 2.582564  0.000
H 6.565538 4.906580 -2.971588  0.000
S 0.985373 -1.751226 -0.570756  0.433
C 5.937892 4.166373 -1.046468  0.000
H -2.710944 -1.428321 -0.465894  0.000
H -1.433774 4.595492 0.988641  0.000
H -1.350330 4.316046 2.733320  0.000
C -2.481604 -0.924050 -1.398060  0.001
C -1.501523 3.834884 1.767104  0.000
N 0.833121 1.178127 -1.226472  0.010
Sb 0.676034 -4.069237 -3.608922  0.001
C 5.827126 4.377500 -2.386213  0.000
C -0.344716 1.818916 2.768471  0.000
C -1.697863 1.032678 2.702514  0.000
S 4.608583 3.284965 -0.434074  0.000
H 4.378887 3.867185 -3.971414  0.000
C -0.049399 1.775172 -4.765499  0.001
H -6.760328 -3.913680 -3.996410  0.000
H 2.335989 3.054650 -4.235198  0.000
C -1.632512 -0.504081 2.553969  0.000
C 0.692208 1.864485 -3.536691  0.000
C -4.334330 -2.096870 -2.581064  0.000
H 6.734021 4.473100 -0.387947  0.000
H 2.465685 1.679692 -0.141596  0.000
S 0.038823 -2.135236 -4.752129  0.057
H -5.010832 -2.070425 -4.630389  0.000
C -2.833550 3.049701 1.676647  0.000
C 3.867293 3.185745 -1.988377  0.000
C -0.475596 2.724163 1.536883  0.000
C -1.040985 0.485598 -2.483439  0.002
O -2.022735 -1.188572 3.494681  0.000
C -6.065273 -3.474493 -3.295208  0.000
H 0.467504 3.036483 1.095458  0.000
S -4.740950 -3.001111 -1.171485  0.000
S -0.896996 -5.714549 -3.947141  0.004
S -0.322238 -3.094294 -1.216062  0.428
C 0.980343 1.031355 2.662068  0.000
H -6.547268 -4.602012 -1.472734  0.000
C -5.123113 -2.471825 -3.634084  0.000
C -1.720598 0.371565 -3.690318  0.001
C -2.331156 1.627318 1.437738  0.000
C -3.235133 -1.127958 -2.572781  0.001
H -3.351898 -0.636855 -4.655348  0.000
O 1.224182 0.502608 1.523489  0.002
C -5.975293 -3.848422 -1.988945  0.000
C 0.184956 1.213276 -2.410644  0.006
H 0.354029 2.255674 -5.648782  0.000
C 1.990848 1.788417 -1.112415  0.000
H -2.299867 1.242528 3.585696  0.000
O -1.264387 -0.925389 1.404291  0.002
H -0.285638 2.401809 3.686466  0.000
C -2.841096 -0.469844 -3.716590  -0.001
Fe -0.151338 0.111931 0.147698  0.051

Force components x, y, z for each atom (eV/Å):
-0.0035 0.0060 -0.0104
-0.0042 -0.0001 0.0033
0.0161 0.0124 0.0156
0.0044 -0.0070 -0.0185
-0.0570 0.0817 0.1290
0.0024 0.0324 -0.0296
-0.0083 0.0107 -0.0097
-0.0100 -0.0137 0.0063
-0.0754 0.1507 0.0579
0.0026 -0.0064 0.0037
0.0027 0.0008 0.0037
-0.0002 -0.0003 -0.0019
-0.0219 -0.2154 -0.0259
0.0011 -0.0009 0.0130
-0.0082 0.0189 0.0053
-0.0005 -0.0038 -0.0035
-0.0022 0.0058 -0.0014
0.0704 -0.0194 0.0779
0.0024 0.0015 0.0158
-0.0508 0.0187 -0.0097
0.0808 0.1208 -0.1678
-0.0030 0.0011 0.0038
0.0209 -0.0016 -0.0180
0.0077 -0.0316 -0.0167
-0.0092 0.0145 -0.0296
0.0010 -0.0076 0.0002
-0.0158 0.0097 0.0038
0.0040 0.0014 -0.0031
-0.0028 -0.0025 -0.0020
0.0072 0.0792 -0.0518
-0.0260 -0.0239 0.0125
-0.0477 -0.0468 0.0292
0.0002 -0.0012 -0.0002
0.0019 0.0082 -0.0003
0.0346 -0.0766 -0.0274
-0.0034 -0.0029 0.0015
-0.0048 0.0060 0.0017
0.0112 -0.0015 0.0400
0.0037 -0.0122 0.0117
0.0032 0.0134 -0.0350
-0.0225 -0.0145 0.0217
0.0020 0.0037 0.0041
0.0012 -0.0065 -0.0015
-0.0099 0.0261 -0.0319
-0.0546 0.0385 0.0289
0.0838 -0.0062 0.1469
-0.0309 0.0493 -0.0216
-0.0003 0.0005 -0.0002
-0.0050 0.0037 0.0035
0.0436 -0.0380 -0.0020
0.0375 -0.0129 0.0209
0.0859 -0.0347 -0.1277
0.0123 0.0024 -0.0137
0.0516 -0.0408 0.0697
0.0049 -0.0021 0.0087
0.0310 -0.0329 -0.0014
0.0040 -0.0096 0.0009
0.0134 -0.0224 -0.0327
0.0028 -0.0068 0.0042
-0.0407 -0.0622 0.1578
-0.0111 -0.0001 0.0010
-0.0380 0.0433 0.0297
-0.0847 0.0035 -0.2384